# C3HFO2Ru

A structure of composition C3HFO2Ru at a distorted geometry (ωB97M-V with the def2-TZVPD basis set, OMol25).

```
8
Properties=species:S:1:pos:R:3
H -1.5748 -1.0071 1.1956
O 0.4645 -0.8868 0.5724
O 0.3520 0.8346 -0.6551
C -0.8709 -0.5654 0.4975
C -0.9148 0.5284 -0.2691
C 1.1652 -0.0579 -0.1433
F -1.8565 1.2516 -0.7548
Ru 3.2352 -0.0975 -0.4432
```

2S+1: 6
DFT total energy in eV: -12476.271
ΔE to the lowest compared entry with this formula, charge and spin in eV: 0.000
Charge: +3
<S²>: 8.763
Highest occupied orbital energy (alpha / beta) in hartree: -1.000 / -1.014
HOMO-LUMO gap (alpha / beta) in eV: 11.41 / 8.28